Record 1
Molecular formula: C46H43ClN5O3PS3W
Method: DFT, ωB97M-V/def2-TZVPD

The calculation puts the LUMO energy (spin up / spin down) at -12.725 / -12.748 eV. For the energy, the calculation gives -4340.0548 hartree. As for the total charge: +4. For the HOMO energy (spin up / spin down), the calculation gives -17.88 / -17.88 eV. As for the energy above the lowest of the compared OMol25 structures with the same formula, charge and spin: 204.8 kJ/mol.

Cartesian coordinates (Å):
W -0.168 0.280 0.479
C 2.255 -2.334 1.776
C 1.073 -2.213 0.910
N -0.071 -1.635 1.384
N -1.167 -2.371 1.126
C -2.309 -1.729 1.226
S -2.356 -0.009 1.419
S -3.706 -2.697 1.087
C -4.993 -1.581 1.726
C -4.754 -1.107 3.141
C -4.592 -2.022 4.183
C -4.476 -1.577 5.492
C -4.528 -0.213 5.775
C -4.683 0.705 4.743
C -4.787 0.258 3.428
C 0.985 -2.765 -0.410
C 1.594 -3.953 -0.818
C 1.422 -4.406 -2.119
C 0.669 -3.667 -3.019
C 0.088 -2.451 -2.648
C 0.249 -2.028 -1.360
O -0.248 -0.774 -1.009
H 2.128 -1.800 2.713
H 3.185 -2.076 1.275
H 2.314 -3.406 2.027
H -5.881 -2.216 1.658
H -5.141 -0.750 1.036
H -4.592 -3.090 3.978
H -4.386 -2.297 6.300
H -4.489 0.127 6.805
H -4.772 1.763 4.963
H -4.975 0.974 2.630
H 2.152 -4.549 -0.104
H 1.876 -5.339 -2.428
H 0.544 -4.023 -4.036
H -0.457 -1.842 -3.362
Cl 2.823 -0.316 -0.784
C 3.587 1.217 -1.116
C 4.854 1.204 -1.666
C 5.463 2.415 -1.959
C 4.802 3.614 -1.714
C 3.527 3.605 -1.178
C 2.905 2.394 -0.847
P 1.217 2.506 -0.223
C 0.422 3.546 -1.451
C 0.607 3.194 -2.795
C 0.050 3.969 -3.796
C -0.698 5.097 -3.466
C -0.876 5.455 -2.133
C -0.315 4.685 -1.121
C 1.185 3.356 1.359
C 2.333 3.874 1.953
C 2.235 4.549 3.163
C 0.999 4.701 3.785
C -0.148 4.175 3.199
C -0.056 3.506 1.989
H 5.352 0.265 -1.873
H 6.455 2.419 -2.393
H 5.278 4.558 -1.954
H 3.007 4.546 -1.019
H 1.209 2.328 -3.058
H 0.215 3.713 -4.837
H -1.121 5.714 -4.251
H -1.427 6.354 -1.882
H -0.428 4.996 -0.091
H 3.300 3.770 1.473
H 3.124 4.977 3.611
H 0.927 5.248 4.719
H -1.113 4.312 3.675
H -0.953 3.134 1.526
C 3.630 0.836 3.268
N 2.263 0.834 3.855
C 2.090 0.967 5.212
C 0.867 0.941 5.770
C -0.247 0.776 4.899
N -0.056 0.680 3.568
C 1.156 0.685 3.097
O 1.344 0.562 1.800
N -1.489 0.723 5.351
H 4.280 1.422 3.913
H 3.601 1.289 2.282
H 4.016 -0.180 3.199
H 2.996 1.088 5.791
H 0.744 1.043 6.840
H -1.682 0.762 6.338
H -2.270 0.559 4.737
C -3.621 2.705 -1.061
S -2.166 2.036 -1.843
O -1.363 1.505 -0.587
C -2.757 0.602 -2.653
C -2.245 0.413 -3.936
C -2.699 -0.661 -4.688
C -3.647 -1.524 -4.153
C -4.148 -1.326 -2.864
C -3.708 -0.260 -2.107
H -4.008 2.026 -0.305
H -4.354 2.855 -1.858
H -3.342 3.669 -0.632
H -1.524 1.113 -4.348
H -2.328 -0.811 -5.696
H -4.014 -2.353 -4.748
H -4.900 -2.001 -2.469
H -4.105 -0.092 -1.112

Cartesian forces (eV/Å) of the 6 atoms listed first:
W -0.64 -0.31 0.05
C 0.02 0.00 0.05
C 0.08 0.01 0.17
N 0.13 0.14 -0.59
N -0.20 0.04 0.26
C 0.23 -0.10 0.01

Record 2
Molecular formula: C17H24N4O3
Method: DFT, ωB97M-V/def2-TZVPD

The calculation puts the LUMO energy at 0.693 eV. For the energy, the calculation gives -1106.9234 hartree. For the HOMO energy, the calculation gives -9.55 eV. Its SMILES is O=C(CCc1nnc(CCC2CCCCC2)o1)NCc1ccon1. As for the energy above the lowest of the compared OMol25 structures with the same formula, charge and spin: 219.7 kJ/mol.

Cartesian coordinates (Å):
O 4.048 0.342 -1.388
C 3.335 0.342 -2.371
C 2.825 1.636 -3.000
C 1.770 2.263 -2.087
C 0.550 1.426 -2.006
N 0.328 0.282 -2.562
N -0.913 -0.110 -2.193
C -1.393 0.816 -1.432
C -2.744 0.871 -0.829
C -2.764 1.462 0.585
C -2.300 0.494 1.678
C -2.566 1.106 3.056
C -2.133 0.162 4.174
C -0.654 -0.181 4.039
C -0.384 -0.802 2.673
C -0.817 0.142 1.555
O -0.513 1.834 -1.275
N 2.956 -0.777 -3.023
C 3.204 -2.095 -2.472
C 1.976 -2.612 -1.801
C 1.375 -2.121 -0.612
C 0.264 -2.895 -0.482
O 0.202 -3.770 -1.488
N 1.262 -3.586 -2.301
H 3.667 2.324 -3.083
H 2.407 1.450 -3.988
H 2.183 2.376 -1.080
H 1.489 3.257 -2.445
H -3.157 -0.138 -0.844
H -3.364 1.496 -1.480
H -3.790 1.763 0.807
H -2.144 2.361 0.607
H -2.884 -0.431 1.591
H -3.629 1.334 3.158
H -2.013 2.045 3.143
H -2.323 0.627 5.143
H -2.724 -0.756 4.122
H -0.356 -0.873 4.828
H -0.058 0.728 4.148
H 0.678 -1.034 2.570
H -0.938 -1.740 2.590
H -0.224 1.059 1.606
H -0.627 -0.334 0.591
H 2.173 -0.711 -3.657
H 4.017 -1.990 -1.748
H 3.495 -2.777 -3.273
H 1.733 -1.333 0.015
H -0.523 -2.931 0.244

Cartesian forces (eV/Å) of the 6 atoms listed first:
O 0.14 0.10 0.47
C -0.07 0.18 -0.66
C -0.09 -0.07 0.32
C 0.01 0.19 0.07
C 0.01 -0.34 -0.26
N 0.99 0.72 -0.27

Record 3
Molecular formula: C12H15B2F17O6Sn
Method: DFT, ωB97M-V/def2-TZVPD

The calculation puts the LUMO energy at -8.260 eV. For the energy, the calculation gives -2879.4408 hartree. For the HOMO energy, the calculation gives -10.43 eV. As for the energy above the lowest of the compared OMol25 structures with the same formula, charge and spin: 993.7 kJ/mol.

Cartesian coordinates (Å):
Sn -3.959 3.290 4.692
B -4.558 7.980 0.210
F -5.249 6.814 0.018
F -5.352 9.031 0.621
F -3.686 7.779 1.228
F -3.929 8.211 -0.964
B -0.186 1.932 -0.013
F 0.032 3.243 0.155
F -0.142 1.354 1.252
F -1.436 1.764 -0.566
F 0.674 1.322 -0.910
C 6.103 2.839 4.784
C 4.845 3.311 4.033
O 4.888 4.682 4.176
C 3.860 5.370 4.635
O 2.795 4.837 5.011
C 4.012 6.856 4.495
F 3.410 7.441 5.520
F 5.275 7.246 4.501
F 3.428 7.332 3.352
H 6.094 2.881 5.873
H 6.984 3.309 4.349
H 6.237 1.796 4.496
H 3.988 2.842 4.518
H 5.010 2.886 3.043
C -1.911 -5.009 2.005
C -3.027 -4.781 1.049
O -4.313 -4.980 1.474
C -4.859 -4.212 2.492
O -4.248 -3.352 3.119
C -6.233 -4.692 2.929
F -7.176 -3.827 2.725
F -6.648 -5.732 2.265
F -6.254 -4.987 4.223
H -1.877 -4.569 3.001
H -0.904 -4.810 1.640
H -1.965 -6.056 2.304
H -2.931 -5.471 0.210
H -3.028 -3.761 0.664
C 3.434 -4.319 -6.918
C 2.338 -3.212 -6.604
O 1.026 -3.738 -6.971
C -0.025 -2.940 -7.059
O -0.008 -1.703 -6.884
C -1.334 -3.684 -7.489
F -2.192 -2.748 -7.910
F -1.288 -4.570 -8.422
F -1.916 -4.165 -6.410
H 4.462 -4.023 -6.712
H 3.436 -4.626 -7.964
H 3.370 -5.244 -6.346
H 2.535 -2.394 -7.297
H 2.400 -2.741 -5.623

Cartesian forces (eV/Å) of the 6 atoms listed first:
Sn 0.32 0.19 -0.72
B -0.43 0.54 -0.20
F -1.49 -1.67 0.16
F -0.95 0.71 -0.12
F 1.90 -0.65 1.95
F 0.93 0.84 -1.47

Record 4
Molecular formula: H2N4O2
Method: DFT, ωB97M-V/def2-TZVPD

The spin multiplicity is 3. The calculation puts the LUMO energy (spin up / spin down) at 0.077 / -2.604 eV. For the energy, the calculation gives -370.4188 hartree. For the HOMO energy (spin up / spin down), the calculation gives -8.50 / -9.81 eV. As for the energy above the lowest of the compared OMol25 structures with the same formula, charge and spin: 120.2 kJ/mol.

Cartesian coordinates (Å):
N -0.036 -1.828 0.828
N -1.247 -1.866 0.934
N -2.333 -2.069 1.138
N -1.811 -0.893 -1.436
O -0.204 0.708 -0.508
O -1.731 0.190 -1.286
H 0.099 -1.064 0.097
H -0.246 1.635 -0.560

Cartesian forces (eV/Å) of the 6 atoms listed first:
N 1.30 1.62 -1.70
N -1.87 -1.27 1.13
N 0.12 0.31 0.04
N -0.76 -6.91 -1.59
O 3.20 -1.18 1.59
O -2.23 6.14 -0.43

Record 5
Molecular formula: C46H43F3N2S
Method: DFT, ωB97M-V/def2-TZVPD

The calculation puts the LUMO energy at -1.880 eV. For the energy, the calculation gives -2585.3828 hartree. For the HOMO energy, the calculation gives -8.86 eV. Its SMILES is FC(F)=C(F)CCc1ccc2nsnc2c1.c1ccccc1.c1ccccc1.c1ccccc1.c1ccccc1.c1ccccc1.c1ccccc1.

Cartesian coordinates (Å):
F -2.387 1.095 -5.745
C -1.602 1.552 -4.576
F -2.141 1.174 -3.220
C -0.344 2.397 -4.659
F 0.630 2.323 -5.772
C -0.139 3.473 -3.418
C 1.394 4.067 -3.299
C 1.859 3.786 -1.717
C 0.940 4.605 -0.584
C 1.249 4.390 1.024
C 2.498 3.354 1.392
N 2.962 3.020 2.803
S 4.349 1.921 2.626
N 4.576 1.643 0.886
C 3.468 2.534 0.308
C 3.118 2.784 -1.307
H -0.373 2.864 -2.417
H -0.908 4.375 -3.472
H 2.148 3.631 -4.080
H 1.289 5.249 -3.371
H 0.076 5.329 -0.946
H 0.588 4.934 1.832
H 3.724 2.236 -2.161
C -0.304 1.324 3.758
C 0.375 2.303 4.483
C -0.083 2.681 5.745
C -1.224 2.082 6.280
C -1.908 1.110 5.551
C -1.447 0.729 4.291
H 0.058 1.025 2.777
H 1.263 2.771 4.065
H 0.448 3.441 6.311
H -1.579 2.374 7.264
H -2.800 0.647 5.966
H -1.979 -0.030 3.724
C 0.027 -0.635 -10.671
C 0.705 0.344 -9.946
C 0.247 0.722 -8.684
C -0.894 0.123 -8.149
C -1.578 -0.849 -8.878
C -1.117 -1.230 -10.138
H 0.388 -0.934 -11.652
H 1.593 0.813 -10.364
H 0.778 1.482 -8.118
H -1.249 0.415 -7.165
H -2.470 -1.312 -8.463
H -1.649 -1.989 -10.705
C -2.746 -1.348 0.512
C -2.813 -2.741 0.478
C -2.807 -3.410 -0.746
C -2.738 -2.686 -1.936
C -2.680 -1.293 -1.903
C -2.682 -0.624 -0.679
H -2.743 -0.827 1.465
H -2.869 -3.305 1.405
H -2.856 -4.495 -0.772
H -2.731 -3.208 -2.889
H -2.632 -0.729 -2.830
H -2.635 0.462 -0.653
C -3.519 4.654 10.319
C -3.585 4.378 8.954
C -4.329 3.291 8.497
C -5.005 2.477 9.406
C -4.931 2.747 10.772
C -4.190 3.837 11.229
H -2.944 5.505 10.675
H -3.056 5.011 8.246
H -4.383 3.078 7.432
H -5.587 1.631 9.050
H -5.453 2.110 11.481
H -4.135 4.049 12.294
C -2.458 -8.194 -3.098
C -3.235 -9.247 -2.618
C -3.472 -9.373 -1.249
C -2.928 -8.446 -0.360
C -2.143 -7.398 -0.839
C -1.909 -7.270 -2.208
H -2.280 -8.092 -4.165
H -3.658 -9.971 -3.311
H -4.081 -10.192 -0.876
H -3.114 -8.542 0.706
H -1.714 -6.679 -0.145
H -1.300 -6.452 -2.582
C 8.957 -1.512 1.412
C 9.779 -1.551 0.286
C 9.472 -0.773 -0.829
C 8.340 0.041 -0.821
C 7.512 0.073 0.301
C 7.821 -0.702 1.418
H 9.200 -2.114 2.284
H 10.661 -2.188 0.279
H 10.115 -0.801 -1.705
H 8.102 0.650 -1.690
H 6.626 0.703 0.305
H 7.178 -0.676 2.293

Cartesian forces (eV/Å) of the 6 atoms listed first:
F 2.40 1.01 4.66
C 2.42 1.62 -0.59
F 1.36 1.96 -5.12
C -3.14 -1.96 0.83
F -3.54 0.54 3.04
C 0.53 -0.98 0.06

Record 6
Molecular formula: C24H36KO18
Method: DFT, ωB97M-V/def2-TZVPD

The calculation puts the LUMO energy at -2.875 eV. For the energy, the calculation gives -2890.1908 hartree. As for the total charge: +1. For the HOMO energy, the calculation gives -12.38 eV.

Cartesian coordinates (Å):
K -2.392 3.835 -16.714
C -6.457 -4.512 -18.554
C -7.036 -3.084 -18.396
C -6.932 -2.400 -17.038
O -6.511 -1.129 -17.352
C -5.945 -1.098 -18.541
O -5.377 -0.099 -18.998
O -6.265 -2.217 -19.190
H -6.895 -5.273 -17.908
H -5.383 -4.396 -18.411
H -6.609 -4.942 -19.544
H -8.096 -3.073 -18.649
H -6.126 -2.838 -16.448
H -7.903 -2.415 -16.543
C -6.832 -2.115 -9.734
C -5.472 -1.374 -9.583
C -4.168 -2.140 -9.785
O -3.567 -1.459 -10.888
C -4.341 -0.418 -11.272
O -4.161 0.418 -12.208
O -5.434 -0.318 -10.503
H -7.657 -1.464 -9.447
H -6.874 -3.113 -9.297
H -7.140 -2.363 -10.750
H -5.442 -0.934 -8.587
H -4.453 -3.132 -10.136
H -3.617 -2.314 -8.860
C -8.557 4.597 -10.370
C -8.666 4.060 -11.856
C -9.747 4.826 -12.525
O -9.289 5.104 -13.858
C -7.987 4.895 -13.847
O -7.262 5.199 -14.754
O -7.554 4.436 -12.692
H -9.491 4.371 -9.854
H -8.537 5.686 -10.339
H -7.724 4.142 -9.834
H -8.776 2.985 -11.996
H -9.924 5.814 -12.101
H -10.741 4.383 -12.591
C -8.617 9.029 -20.115
C -7.296 9.477 -20.672
C -6.663 10.615 -19.815
O -5.416 10.033 -19.341
C -5.292 8.768 -19.903
O -4.347 8.020 -19.692
O -6.436 8.413 -20.550
H -9.061 8.262 -20.751
H -9.314 9.865 -20.052
H -8.589 8.485 -19.171
H -7.518 9.776 -21.696
H -7.329 10.792 -18.971
H -6.548 11.450 -20.507
C 2.602 -4.776 -17.883
C 1.104 -4.299 -18.156
C 0.334 -4.018 -16.887
O 0.080 -2.627 -16.961
C 0.523 -2.087 -18.110
O 0.409 -0.919 -18.422
O 1.109 -3.058 -18.799
H 2.947 -5.160 -18.843
H 2.630 -5.591 -17.161
H 3.194 -3.978 -17.437
H 0.472 -5.032 -18.658
H 1.079 -4.244 -16.124
H -0.544 -4.662 -16.836
C 6.559 7.064 -20.598
C 5.938 6.809 -19.302
C 5.402 7.978 -18.545
O 4.136 7.528 -18.062
C 3.789 6.325 -18.581
O 2.710 5.750 -18.419
O 4.806 5.976 -19.390
H 5.880 7.721 -21.141
H 6.607 6.141 -21.176
H 7.578 7.422 -20.451
H 6.615 6.287 -18.626
H 5.215 8.798 -19.238
H 6.035 8.311 -17.722

Cartesian forces (eV/Å) of the 6 atoms listed first:
K -0.08 -0.04 -0.09
C -0.08 0.64 0.01
C -0.43 -1.56 0.44
C 0.14 -2.02 0.42
O 0.06 2.04 1.20
C 0.47 3.30 -1.97

Record 7
Molecular formula: C28H22Cl2IrN2O3P
Method: DFT, ωB97M-V/def2-TZVPD

The spin multiplicity is 2. The calculation puts the LUMO energy (spin up / spin down) at -10.638 / -12.498 eV. For the energy, the calculation gives -2780.4336 hartree. As for the total charge: +3. For the HOMO energy (spin up / spin down), the calculation gives -17.78 / -17.77 eV. As for the energy above the lowest of the compared OMol25 structures with the same formula, charge and spin: 59.3 kJ/mol.

Cartesian coordinates (Å):
Ir -0.332 -0.573 -1.646
O 1.558 -1.441 -3.352
N 1.524 -1.235 -1.986
C 2.609 -1.258 -1.303
C 2.746 -1.145 0.129
C 4.049 -1.251 0.615
C 4.300 -1.244 1.981
C 3.245 -1.155 2.869
C 1.936 -1.052 2.398
C 1.676 -1.024 1.035
P -0.064 -0.971 0.606
C -0.852 0.393 1.427
C -0.079 1.489 1.834
C -0.699 2.591 2.396
C -2.082 2.615 2.545
C -2.854 1.535 2.133
C -2.247 0.426 1.571
C -0.785 -2.556 0.955
C -0.300 -3.664 0.245
C -0.769 -4.928 0.545
C -1.716 -5.092 1.554
C -2.182 -3.998 2.272
C -1.724 -2.724 1.977
H 2.481 -1.553 -3.645
H 3.523 -1.449 -1.864
H 4.873 -1.349 -0.081
H 5.316 -1.322 2.345
H 3.427 -1.167 3.935
H 1.124 -0.991 3.114
H 0.998 1.481 1.728
H -0.102 3.427 2.735
H -2.559 3.475 2.996
H -3.928 1.551 2.266
H -2.858 -0.423 1.294
H 0.459 -3.546 -0.521
H -0.391 -5.789 0.011
H -2.081 -6.083 1.791
H -2.897 -4.138 3.071
H -2.074 -1.881 2.559
Cl -1.098 -2.530 -3.039
C -2.847 -2.514 -2.601
Cl -3.036 -1.332 -1.297
H -3.113 -3.503 -2.247
H -3.409 -2.194 -3.472
O -1.742 1.150 -2.519
C -0.838 1.906 -2.157
N 0.231 1.232 -1.520
C 1.265 2.186 -1.141
O 2.276 1.867 -0.602
C 0.717 3.483 -1.598
C 1.300 4.729 -1.496
C 0.584 5.804 -2.026
C -0.660 5.635 -2.630
C -1.250 4.380 -2.735
C -0.540 3.312 -2.207
H 2.269 4.866 -1.036
H 1.005 6.799 -1.973
H -1.169 6.502 -3.028
H -2.212 4.243 -3.208

Cartesian forces (eV/Å) of the 6 atoms listed first:
Ir 0.47 -0.28 -0.45
O 0.04 0.03 0.01
N 0.04 0.35 0.09
C -0.11 -0.18 -0.03
C -0.04 -0.01 -0.01
C -0.02 0.01 0.04